{
  "formula": "C3H5N4",
  "method": "the ωB97M-V functional and the def2-TZVPD basis",
  "elements": ["C", "C", "C", "N", "N", "N", "N", "H", "H", "H", "H", "H"],
  "positions_angstrom": [[1.424210, 0.048254, -0.834429], [-0.446867, -0.031548, 0.495200], [-1.772267, 0.045547, 0.650001], [1.546063, 1.216079, -0.323123], [0.171519, -1.949827, -0.741469], [0.868811, 1.550015, 0.618396], [0.374686, -0.735716, -0.393580], [2.247089, -0.231008, -1.618130], [-2.339808, -0.532203, -0.156563], [-2.326534, 0.693084, 1.389808], [-0.583863, -2.442889, -0.173468], [0.836959, 2.370212, 1.087358]],
  "atomic_forces_ev_per_a": [[2.5, -1.6, -3.3], [0.0, 3.1, 1.0], [0.5, -0.2, -0.9], [2.0, 1.2, -0.9], [0.0, -0.5, 0.4], [-3.8, -6.4, 0.2], [-0.8, 0.1, 0.6], [-2.2, -0.2, 1.6], [0.4, 0.5, 1.5], [0.9, -0.8, -1.0], [0.8, 1.3, -0.7], [-0.3, 3.5, 1.5]],
  "mulliken_charge": [0.035, 0.307, -0.445, -0.198, -0.859, -0.018, 0.681, 0.412, 0.274, 0.296, 0.314, 0.201],
  "total_energy_ha": -335.823657,
  "lumo_ev": [-6.5, -6.8],
  "e_homo_ev": [-14.3, -14.4],
  "total_charge": 1,
  "relative_energy_kj_mol": 654.1,
  "gap_ev": [7.773, 7.560]
}


{
  "formula": "C8H10O5PV",
  "method": "the ωB97M-V functional and the def2-TZVPD basis",
  "elements": ["O", "C", "V", "O", "C", "C", "O", "C", "O", "C", "O", "H", "C", "P", "C", "C", "H", "H", "H", "H", "H", "H", "H", "H", "H"],
  "positions_angstrom": [[-2.100706, -2.972467, -0.053397], [-1.262308, -2.135174, -0.114908], [0.044509, 0.433137, -0.012130], [1.921181, -1.395156, 2.019182], [1.237584, -0.832258, 1.299206], [0.973906, 1.925739, 0.287914], [1.482236, 2.971923, 0.464700], [-0.647771, 1.813468, -1.600336], [-1.478087, 2.411806, -2.189679], [0.946987, -0.521014, -1.629460], [1.555618, -0.884500, -2.580211], [-1.455724, 0.068344, 0.172024], [-0.342481, 1.717332, 3.161130], [-1.200650, 0.667558, 1.928759], [-1.622943, -0.762944, 3.002846], [-2.779665, 1.492943, 1.690968], [0.567787, 1.217823, 3.537812], [-1.001668, 1.939903, 4.001396], [-0.032148, 2.658743, 2.680454], [-2.243531, -0.409036, 3.856668], [-2.204028, -1.515106, 2.425412], [-0.716522, -1.246136, 3.409926], [-3.275570, 1.638180, 2.652987], [-2.591816, 2.461200, 1.229750], [-3.396889, 0.859592, 1.035587]],
  "atomic_forces_ev_per_a": [[5.7, 5.5, -0.4], [-5.4, -5.0, 0.3], [-2.6, -6.2, -3.0], [-2.4, 1.8, -2.4], [2.6, -1.5, 2.4], [6.0, 11.3, 3.2], [-2.5, -5.9, -1.1], [-6.8, 3.5, -4.1], [5.8, -3.7, 3.7], [5.9, -3.4, -7.7], [-4.4, 2.4, 6.5], [-0.6, 0.7, 0.6], [1.4, 0.3, -0.8], [-1.7, 0.4, 4.6], [0.0, -1.2, -0.6], [-0.2, -0.1, -1.1], [-0.4, 0.2, -0.1], [-0.2, -0.2, -0.1], [-0.2, -0.1, 0.4], [0.4, 0.1, -0.7], [0.3, 0.4, 0.5], [-0.4, 0.2, -0.2], [0.2, -0.1, 0.1], [-0.3, 0.2, -0.1], [-0.1, 0.4, 0.2]],
  "lowdin_spin": [-0.001, -0.007, 0.924, 0.016, 0.001, 0.016, 0.067, -0.002, 0.013, 0.003, 0.018, -0.020, 0.001, -0.020, 0.002, -0.007, 0.000, 0.000, 0.000, 0.000, 0.000, 0.000, -0.002, 0.000, 0.000],
  "total_energy_ha": -1970.995829,
  "lumo_ev": [-16.6, -16.2],
  "e_homo_ev": [-23.4, -23.2],
  "multiplicity": 2,
  "total_charge": 3,
  "s2": 0.78,
  "gap_ev": [6.790, 6.954]
}


{
  "formula": "C5H10N2O",
  "method": "the ωB97M-V functional and the def2-TZVPD basis",
  "elements": ["H", "N", "C", "N", "C", "C", "C", "C", "O", "H", "H", "H", "H", "H", "H", "H", "H", "H"],
  "positions_angstrom": [[1.960784, -3.186229, -1.865825], [2.600714, -2.545210, -1.412739], [2.161780, -1.760248, -0.527178], [0.826030, -1.603555, -0.213151], [0.300721, -0.475473, 0.495322], [-0.558236, 0.521820, -0.332503], [-0.868825, 1.737577, 0.531622], [-2.347115, 2.016511, 0.666526], [-2.891735, 2.882789, 0.033526], [2.853217, -1.117674, 0.011152], [0.187165, -2.221103, -0.686875], [1.152205, 0.128314, 0.812181], [-0.248738, -0.729410, 1.408278], [0.108929, 0.818215, -1.105617], [-1.373757, -0.028590, -0.800920], [-0.402565, 2.652931, 0.171635], [-0.522973, 1.627012, 1.567040], [-2.937601, 1.282320, 1.247534]],
  "atomic_forces_ev_per_a": [[-0.5, 0.3, 0.1], [1.5, -0.4, 0.2], [-1.2, -0.3, -0.9], [0.1, 0.0, 0.4], [-0.1, 0.9, 0.2], [1.0, -1.2, 0.8], [-0.7, 0.6, 0.9], [0.1, -0.3, -1.3], [-0.2, 0.1, 0.4], [-0.1, 0.1, 0.0], [0.0, 0.0, 0.0], [0.2, -0.2, 0.2], [0.0, -0.3, -0.1], [0.3, 0.4, -1.0], [-0.4, 0.4, 0.2], [0.0, -0.1, -0.3], [0.3, -0.4, -0.1], [0.0, 0.1, 0.2]],
  "mulliken_charge": [0.198, -0.698, 0.247, -0.226, -0.808, -0.444, -0.528, -0.086, -0.454, 0.319, 0.208, 0.289, 0.270, 0.204, 0.455, 0.348, 0.367, 0.342],
  "total_energy_ha": -381.230012,
  "lumo_ev": 0.8,
  "e_homo_ev": -9.0,
  "relative_energy_kj_mol": 145.5,
  "gap_ev": 9.837
}


{
  "formula": "C3H6OSe",
  "method": "the ωB97M-V functional and the def2-TZVPD basis",
  "elements": ["C", "C", "C", "O", "Se", "H", "H", "H", "H", "H", "H"],
  "positions_angstrom": [[-0.779644, 0.339430, -0.371952], [0.353649, 0.091917, -1.294810], [0.180066, -0.248391, 1.642979], [-0.403350, 0.784038, 0.933196], [1.676063, -1.039586, -0.246700], [-1.457305, 1.183138, -0.662803], [-1.302787, -0.585550, -0.169290], [0.225651, -0.516219, -2.218233], [0.999614, 0.978690, -1.358641], [0.893637, 0.216517, 2.239108], [-0.385595, -1.203984, 1.507148]],
  "atomic_forces_ev_per_a": [[-2.2, 1.1, 0.6], [3.0, -0.5, 0.8], [-0.5, -0.1, -5.2], [1.1, -1.0, 0.4], [-1.5, 0.6, 1.3], [0.3, -1.0, -0.4], [-0.7, -0.3, -0.6], [-0.5, 1.0, 0.7], [-0.8, -0.1, -0.9], [0.9, -0.4, 2.0], [0.8, 0.8, 1.4]],
  "mulliken_charge": [-0.481, -0.529, -0.551, -0.332, -0.156, 0.241, 0.346, 0.379, 0.297, 0.435, 0.350],
  "total_energy_ha": -2594.478320,
  "lumo_ev": 0.0,
  "e_homo_ev": -8.1,
  "relative_energy_kj_mol": 141.4,
  "gap_ev": 8.022
}


{
  "formula": "C12H18NS",
  "method": "the ωB97M-V functional and the def2-TZVPD basis",
  "elements": ["C", "C", "C", "C", "C", "C", "C", "C", "C", "C", "C", "C", "N", "S", "H", "H", "H", "H", "H", "H", "H", "H", "H", "H", "H", "H", "H", "H", "H", "H", "H", "H"],
  "positions_angstrom": [[-0.186320, 1.891319, 1.840849], [-1.164451, 1.048680, 1.484042], [-0.540244, 1.459001, -0.857538], [1.047968, -0.330782, 0.065027], [-1.153451, 1.906472, -1.923512], [0.906596, 2.416441, 0.916701], [-1.103134, 0.436742, 0.102581], [0.807230, 1.680757, -0.343324], [-1.228392, -2.310892, -1.241330], [-1.619017, -2.176314, 1.222768], [3.671829, -0.225223, -0.552103], [-0.682758, -1.986959, 0.118295], [-0.200324, -0.661551, 0.167721], [2.470336, -1.224014, 0.373370], [-0.285202, 2.261593, 2.868493], [-1.827853, 0.677221, 2.234530], [-0.722053, 2.575991, -2.497195], [-2.199622, 1.838565, -2.019590], [0.575641, 3.407811, 0.694505], [1.953941, 2.291796, 1.346002], [-2.102840, 0.248756, -0.403868], [1.729351, 1.758069, -1.059890], [-0.384523, -2.684413, -1.779690], [-2.109428, -3.038184, -1.220334], [-1.710588, -1.399989, -1.777142], [-2.566142, -1.676021, 0.875373], [-1.449815, -1.850334, 2.204681], [-1.964350, -3.107015, 1.424609], [3.809167, -0.833718, -1.467407], [4.704080, -0.377623, -0.168520], [3.372307, 0.689568, -1.013364], [0.152061, -2.705740, 0.385267]],
  "atomic_forces_ev_per_a": [[-0.8, 0.0, 0.9], [1.3, 0.4, -0.2], [1.0, -1.3, 1.0], [-0.1, 3.4, -0.1], [-1.3, -1.5, 2.6], [0.1, -1.5, 1.7], [-3.3, 2.1, -0.9], [3.7, -3.3, -2.6], [-2.5, 0.6, -1.0], [-3.6, 2.4, -0.7], [1.4, -2.6, -1.6], [1.2, -3.0, 1.5], [2.6, -0.1, -1.3], [-0.8, 0.7, -0.2], [0.6, 0.1, -0.4], [-0.6, -0.1, 0.1], [2.2, 3.1, -3.0], [-1.1, -0.8, -0.4], [0.6, 1.2, 0.0], [-1.4, 0.7, -0.3], [1.0, -0.7, 1.4], [-2.2, 0.5, 1.1], [0.1, -0.3, -1.0], [1.6, 0.6, 0.2], [1.1, -1.3, 0.9], [0.5, -0.1, 0.7], [1.2, 1.2, 1.1], [-0.6, -3.4, -0.2], [-0.3, 0.1, 0.1], [-0.9, 1.0, 0.6], [-0.1, 0.9, 0.8], [-0.3, 1.0, -0.8]],
  "mulliken_charge": [-0.646, -0.952, -0.028, 0.303, -1.271, -0.708, 0.369, -0.396, -1.197, -1.938, -0.826, 0.319, 0.313, 0.006, 0.406, 0.503, 0.501, 0.320, 0.419, 0.389, 0.647, 0.687, 0.345, 0.370, 0.263, 0.417, 0.408, 0.529, 0.352, 0.367, 0.293, 0.438],
  "total_energy_ha": -920.585389,
  "lumo_ev": -3.4,
  "e_homo_ev": -13.1,
  "total_charge": 1,
  "relative_energy_kj_mol": 288.4,
  "gap_ev": 9.662
}


{
  "formula": "C8H6O5",
  "method": "the ωB97M-V functional and the def2-TZVPD basis",
  "elements": ["O", "C", "O", "C", "O", "C", "O", "C", "O", "C", "C", "C", "C", "H", "H", "H", "H", "H", "H"],
  "positions_angstrom": [[-1.472924, 3.071588, 0.408720], [-1.111624, 1.975310, 0.701259], [-1.697992, 1.276315, 1.745615], [-1.159796, 0.060086, 2.020804], [-1.361085, -0.514965, 3.045719], [-0.198006, -0.396099, 0.948208], [1.011309, -0.865828, 1.420276], [-0.724094, -1.108012, -0.281621], [-1.883212, -1.347776, -0.471664], [0.381399, -1.335972, -1.289787], [1.299599, -0.107703, -1.472538], [0.629656, 1.155807, -1.040038], [-0.091534, 1.154064, 0.068477], [0.934105, -1.014272, 2.375057], [0.968663, -2.185164, -0.937292], [-0.089419, -1.608381, -2.234583], [1.610967, -0.032886, -2.514625], [2.199046, -0.229845, -0.861769], [0.754943, 2.053733, -1.630218]],
  "atomic_forces_ev_per_a": [[-0.1, -0.2, 0.2], [0.1, 0.7, -0.4], [-0.4, 0.2, 0.2], [0.3, -0.5, -0.1], [0.0, 0.1, -0.1], [-0.1, 3.4, -2.0], [0.1, -0.2, 0.2], [0.4, -0.2, 0.3], [-0.4, -0.1, 0.0], [0.0, -0.1, -0.2], [0.2, -0.2, 0.0], [-0.1, 0.5, 0.2], [0.2, -3.6, 1.8], [0.0, 0.0, -0.1], [0.0, -0.1, -0.1], [0.0, 0.0, 0.1], [0.0, 0.0, 0.1], [0.0, 0.0, -0.1], [-0.1, 0.1, -0.1]],
  "mulliken_charge": [-0.520, 0.160, -0.292, 0.176, -0.524, 1.085, -0.534, 0.294, -0.584, -0.731, -0.589, -0.255, 0.104, 0.405, 0.279, 0.404, 0.401, 0.250, 0.473],
  "total_energy_ha": -684.623010,
  "lumo_ev": -0.5,
  "e_homo_ev": -9.9,
  "relative_energy_kj_mol": 0.0,
  "gap_ev": 9.416
}


> What is the formula in the fifth record?

C12H18NS